# 1
Molecular formula: C18H27NO
Method: DFT, wB97M-V/def2-TZVPD

Results
Total energy in hartree: -832.07212
Frontier orbital gap in eV: 9.62
Molecular weight in g/mol: 273.42
Highest occupied orbital energy in Eh: -0.3258
Relative energy (zero: lowest compared OMol25 entry of this formula, charge and spin) in eV: 1.563
LUMO in Eh: 0.02757

Geometry (Å):
O  -0.3575  -0.1022  2.8556
C  -0.4425  0.5243  1.8107
C  -0.8426  2.0057  1.7615
C  -0.8622  2.6621  3.1624
C  -2.0689  2.2849  4.0064
C  -3.3679  2.6228  3.2939
C  -3.4486  2.0806  1.8762
C  -2.1827  2.2753  1.0148
N  -0.0917  -0.1606  0.6598
C  0.4707  -1.5048  0.6772
C  1.3296  -1.6153  -0.5939
C  2.8573  -1.7191  -0.3201
C  3.4975  -1.9041  -1.7167
C  3.1960  -0.6802  -2.6190
C  2.3524  0.3455  -1.8341
C  3.1109  0.7626  -0.5301
C  4.5452  0.3879  -0.2412
C  3.3895  -0.4251  0.3578
C  1.0308  -0.3558  -1.4618
C  -0.0053  0.4698  -0.6664
H  -0.0503  2.5158  1.2247
H  -0.7986  3.7666  3.0002
H  0.0720  2.3430  3.6618
H  -2.0141  1.2277  4.1708
H  -1.9899  2.7670  5.0008
H  -3.4266  3.6886  3.2069
H  -4.2199  2.2601  3.8898
H  -3.6170  0.9893  1.9370
H  -4.2961  2.4977  1.2986
H  -2.2602  1.6341  0.1407
H  -2.0978  3.3055  0.6215
H  -0.3299  -2.2361  0.6631
H  1.1072  -1.6923  1.5417
H  1.0006  -2.4871  -1.1505
H  3.0384  -2.5757  0.3091
H  4.5885  -2.0421  -1.7013
H  3.1281  -2.8140  -2.1602
H  2.6508  -0.9886  -3.4855
H  4.1625  -0.2490  -2.9246
H  2.1503  1.2476  -2.4439
H  2.7719  1.7179  -0.1127
H  5.0834  0.9875  0.4749
H  5.1799  0.0049  -1.0309
H  3.0982  -0.2263  1.3862
H  0.5350  -0.7130  -2.3667
H  -0.9888  0.4623  -1.1439
H  0.2836  1.5258  -0.6296



# 2
Molecular formula: C18H27NO3
Method: DFT, wB97M-V/def2-TZVPD

Results
Total energy in hartree: -982.57770
Frontier orbital gap in eV: 8.24
Molecular weight in g/mol: 305.42
Highest occupied orbital energy in Eh: -0.2820
Relative energy (zero: lowest compared OMol25 entry of this formula, charge and spin) in eV: 0.596
LUMO in Eh: 0.02090

Geometry (Å):
C  0.2740  3.5908  6.2541
O  1.2054  3.5353  5.2035
C  1.0926  2.5423  4.2746
C  2.0456  2.5397  3.2613
C  2.0170  1.5746  2.2753
C  1.0381  0.5910  2.2790
N  0.9436  -0.4205  1.3161
C  1.7721  -0.6876  0.2693
O  2.7524  -0.0345  -0.0122
C  1.3450  -1.9310  -0.5008
C  1.9225  -1.9491  -1.9153
C  1.3883  -0.8272  -2.8076
C  -0.1240  -0.8300  -3.0571
C  -0.5972  -2.1043  -3.7587
C  -2.0997  -2.0599  -4.0249
C  -2.4636  -0.8424  -4.8675
C  -2.0047  0.4338  -4.1702
C  -0.5027  0.3859  -3.9073
C  0.0732  0.5924  3.3004
O  -0.8632  -0.4139  3.2329
C  -1.8529  -0.4801  4.2288
C  0.1032  1.5623  4.2896
H  -0.7460  3.7393  5.8833
H  0.3087  2.6883  6.8739
H  0.5625  4.4496  6.8582
H  2.8040  3.3047  3.2637
H  2.7561  1.5707  1.4926
H  0.1633  -1.0423  1.4780
H  0.2571  -2.0026  -0.5251
H  1.7237  -2.7960  0.0523
H  3.0043  -1.8261  -1.8382
H  1.7264  -2.9210  -2.3712
H  1.8983  -0.8906  -3.7722
H  1.6650  0.1263  -2.3541
H  -0.6485  -0.7428  -2.0993
H  -0.3690  -2.9790  -3.1471
H  -0.0637  -2.2096  -4.7064
H  -2.4113  -2.9740  -4.5356
H  -2.6347  -2.0115  -3.0729
H  -3.5427  -0.8118  -5.0343
H  -1.9759  -0.9178  -5.8422
H  -2.2455  1.3033  -4.7858
H  -2.5367  0.5394  -3.2214
H  0.0284  0.3355  -4.8609
H  -0.1870  1.2996  -3.3991
H  -1.4156  -0.6279  5.2214
H  -2.4794  0.4176  4.2343
H  -2.4669  -1.3436  3.9761
H  -0.6400  1.5548  5.0689



# 3
Molecular formula: C18H28BBr28NO7P
Method: DFT, wB97M-V/def2-TZVPD

Results
Total energy in hartree: -73722.72821
Frontier orbital gap in eV: 6.78
Molecular weight in g/mol: 2649.52
Charge: -1
Highest occupied orbital energy in Eh: -0.2198
LUMO in Eh: 0.02925

Geometry (Å):
C  2.0882  -0.1991  2.5269
C  2.5405  0.8565  1.4531
O  3.0189  1.9965  2.2301
C  1.3354  1.3814  0.6161
N  0.6804  0.3115  -0.1912
C  -0.7798  0.5177  -0.0638
C  -1.6103  -0.1861  -1.1764
O  -2.8695  -0.6983  -0.7532
C  -3.8281  0.3219  -0.5017
O  -3.5273  1.6551  -0.8407
B  -3.7224  2.4930  0.3544
O  -4.9538  3.3041  0.2539
C  -2.5470  3.5796  0.7791
C  -2.0203  4.4581  -0.3707
O  -2.1264  4.2133  -1.5022
Br  -1.0085  6.1619  0.0184
O  -3.7504  1.5852  1.5369
C  -4.3805  0.4465  0.9837
P  -4.4317  -1.1270  1.9678
O  -3.3083  -1.1879  2.9647
H  2.9395  -0.8085  2.8926
H  1.3124  -0.9013  2.1358
H  1.5876  0.3698  3.3443
H  3.4098  0.5222  0.8462
H  2.4461  2.7440  1.9916
H  0.5840  1.7527  1.3661
H  1.6201  2.2196  -0.0648
H  0.9660  -0.6047  0.1482
H  -0.9495  1.6135  -0.1874
H  -1.1117  0.2146  0.9638
H  -1.0120  -1.0761  -1.5092
H  -1.7056  0.4521  -2.0882
H  -4.7599  0.0562  -1.0849
H  -5.3439  3.4699  1.1222
H  -1.6905  3.0364  1.2614
H  -2.9056  4.2913  1.5648
H  -5.4368  0.8016  0.8106
H  -4.3843  -2.2540  1.0865
H  -5.6760  -1.1132  2.6706
C  -0.5012  3.9112  -4.7669
Br  -0.4729  2.3817  -3.5964
Br  0.5812  5.3584  -4.0837
Br  -0.0061  3.4378  -6.5789
H  -1.5245  4.2679  -4.7995
C  3.3324  2.6094  -8.5036
Br  4.4291  1.0331  -8.7209
Br  4.3633  4.2326  -8.6901
Br  1.8075  2.5900  -9.6899
H  2.9458  2.5920  -7.4899
C  4.9237  -4.1137  2.5191
Br  3.7626  -3.9783  4.0572
Br  4.1858  -3.2063  0.9828
Br  6.7172  -3.5114  2.9173
H  4.9917  -5.1649  2.2627
C  -5.0174  -1.9153  -3.7859
Br  -5.5511  -0.3918  -4.8484
Br  -3.1205  -2.2550  -3.9217
Br  -5.5837  -1.7347  -1.9471
H  -5.5253  -2.7810  -4.1933
C  -7.9943  -3.6369  2.2447
Br  -9.0567  -4.0032  3.8182
Br  -8.4264  -1.9186  1.4704
Br  -6.1039  -3.8061  2.5994
H  -8.2483  -4.3896  1.5079
C  10.3682  -2.8312  5.3099
Br  9.2048  -2.6923  6.8455
Br  9.6357  -1.9181  3.7734
Br  12.1621  -2.2334  5.7109
H  10.4331  -3.8823  5.0541
C  -3.6220  7.0758  3.8709
Br  -2.9635  8.8490  3.4668
Br  -4.8570  6.4464  2.5253
Br  -2.1795  5.8248  4.1560
H  -4.1719  7.1459  4.8017
C  4.3874  -8.2822  1.0284
Br  6.0792  -7.4266  1.4152
Br  2.8893  -7.1925  1.5767
Br  4.2557  -8.8013  -0.8277
H  4.3511  -9.1919  1.6162
C  4.8821  -2.3375  -3.2626
Br  6.5751  -1.4836  -2.8862
Br  3.3907  -1.2581  -2.6819
Br  4.7274  -2.8331  -5.1253
H  4.8549  -3.2554  -2.6865



# 4
Molecular formula: C18H28BF5N3O21Tl
Method: DFT, wB97M-V/def2-TZVPD

Results
Total energy in hartree: -3142.44684
Frontier orbital gap in eV: 2.37
Molecular weight in g/mol: 932.61
Charge: +2
Highest occupied orbital energy in Eh: -0.5770
Relative energy (zero: lowest compared OMol25 entry of this formula, charge and spin) in eV: 2.598
LUMO in Eh: -0.48972

Geometry (Å):
Tl  -2.3422  1.5096  0.8811
B  -0.1433  -0.3138  0.1111
H  0.6743  -1.0114  0.0156
H  -1.0871  -0.8031  0.2954
H  0.0636  0.3828  0.9088
H  -0.2620  0.2728  -0.7867
C  -0.5148  -3.1894  2.0009
C  0.4174  -4.2431  1.3444
O  -0.4360  -5.3688  1.1470
C  -1.5136  -5.2551  1.9551
O  -2.3029  -6.1401  2.3030
O  -1.5737  -4.0563  2.5008
F  1.3370  -4.5621  2.3110
H  -0.9565  -2.5217  1.2612
H  -0.0405  -2.6530  2.8227
H  0.9324  -3.8445  0.4703
C  2.7772  1.4051  -1.2829
C  2.1483  0.6136  -2.3041
O  3.1532  0.3545  -3.2243
C  4.1664  1.0949  -3.0186
O  5.1321  1.1190  -3.7012
O  4.0676  1.6800  -1.8315
F  1.0850  1.2343  -2.8960
H  2.7685  0.8647  -0.3363
H  2.1812  2.3107  -1.1698
H  1.8361  -0.3328  -1.8627
C  0.6355  0.4485  6.6581
C  -0.8516  0.3040  6.8664
O  -1.3839  0.6332  5.6452
C  -0.4664  0.1991  4.7151
O  -0.7304  0.0434  3.5237
O  0.7774  0.1967  5.2491
F  -1.2726  1.2879  7.6545
H  1.2530  -0.1826  7.2972
H  0.9642  1.4699  6.8499
H  -1.1845  -0.6774  7.2042
C  -1.8587  1.0632  -5.8986
C  -0.6840  0.2446  -5.4987
O  -0.9558  -0.0634  -4.2131
C  -2.0371  0.6637  -3.7505
O  -2.4548  0.6797  -2.5815
O  -2.5161  1.4079  -4.7058
F  0.4184  1.0067  -5.6715
H  -2.4685  0.5324  -6.6297
H  -1.4372  1.8989  -6.4573
H  -0.6326  -0.6227  -6.1568
C  3.5846  3.2544  3.7428
C  4.2674  3.6700  2.4859
O  3.1352  3.6401  1.5851
C  2.1233  2.8684  2.0488
O  1.0449  2.6902  1.5489
O  2.4372  2.5232  3.2745
F  5.0741  2.6576  2.1052
H  3.2495  4.0935  4.3526
H  4.2472  2.6109  4.3215
H  4.7620  4.6370  2.5772
C  -0.0302  3.9954  -3.0615
N  -0.8766  3.6139  -1.9270
O  -0.4489  2.7344  -1.1871
O  -2.0021  4.1682  -1.8238
H  -0.5895  3.8227  -3.9810
H  0.9851  3.6039  -3.1242
H  0.1698  5.0669  -3.0665
C  -0.3389  -2.4813  -2.3733
N  -1.4398  -3.1595  -3.1275
O  -2.1890  -3.8917  -2.5471
O  -1.5314  -2.8619  -4.3003
H  -0.5845  -1.4205  -2.3232
H  0.5992  -2.6074  -2.9139
H  -0.3654  -2.8865  -1.3618
C  -4.4201  -3.3316  0.4453
N  -4.1674  -2.0603  -0.2733
O  -3.3819  -1.3579  0.3075
O  -4.7624  -1.8166  -1.3054
H  -4.8049  -3.1313  1.4452
H  -3.4235  -3.7305  0.6346
H  -5.0049  -3.9944  -0.1926